Record 1
{"formula": "C4H11NOS", "method": "wB97M-V/def2-TZVPD", "smiles": "C=[S@@](N)(=O)C(C)C", "e_tot_ha": -687.024612, "charge": 0, "largest_force_ev_per_a": 4.5, "lumo_ha": 0.02329, "orbital_gap_ev": 8.792, "e_homo_ha": -0.29982, "elements": ["C", "S", "N", "O", "C", "C", "C", "H", "H", "H", "H", "H", "H", "H", "H", "H", "H", "H"], "xyz": [[1.798, -1.473, 0.446], [1.199, -0.009, -0.131], [1.570, 1.290, 0.944], [1.622, 0.429, -1.519], [-0.918, 0.200, 0.037], [-1.454, -1.198, -0.191], [-1.386, 1.338, -0.749], [1.753, -2.038, -0.425], [1.252, -1.830, 1.283], [2.453, 1.750, 0.695], [1.783, 0.910, 1.857], [-0.816, 0.526, 1.138], [-1.679, -1.646, 0.873], [-2.204, -1.359, -0.942], [-0.482, -1.907, -0.523], [-1.674, 1.101, -1.692], [-0.597, 2.110, -0.882], [-2.221, 1.809, -0.217]]}



Record 2
{"formula": "C3H5CdO4", "method": "wB97M-V/def2-TZVPD", "spin_multiplicity": 2, "e_tot_ha": -585.927425, "charge": 0, "largest_force_ev_per_a": 2.9, "lumo_ha": [0.01565, -0.06151], "orbital_gap_ev": [8.641, 7.882], "e_homo_ha": [-0.30191, -0.35119], "elements": ["O", "C", "C", "O", "O", "C", "H", "H", "H", "H", "O", "H", "Cd"], "xyz": [[-0.072, -1.904, 0.930], [0.314, -1.113, 0.064], [-0.346, 1.290, 0.396], [0.757, 0.441, 0.643], [-0.557, -0.638, -0.912], [-1.343, 0.406, -0.364], [-0.052, 2.160, -0.211], [-0.779, 1.648, 1.341], [-1.839, 0.935, -1.185], [-2.091, -0.020, 0.322], [1.538, -1.416, -0.611], [1.877, -2.251, -0.265], [2.593, 0.461, -0.148]]}



Record 3
{"formula": "C3H10OS2", "method": "wB97M-V/def2-TZVPD", "e_tot_ha": -991.757375, "charge": 0, "largest_force_ev_per_a": 2.0, "lumo_ha": -0.13004, "orbital_gap_ev": 5.309, "e_homo_ha": -0.32512, "elements": ["C", "C", "S", "S", "C", "H", "H", "H", "H", "H", "H", "H", "H", "H", "H", "O"], "xyz": [[1.233, 1.011, 0.577], [1.375, -0.506, 0.781], [1.124, -1.400, -0.722], [-1.378, 0.573, 1.582], [-1.928, -0.671, 0.460], [0.475, 1.181, -0.176], [2.186, 1.326, 0.151], [0.948, 1.446, 1.538], [2.325, -0.806, 1.234], [0.574, -0.787, 1.529], [-2.527, -0.208, -0.345], [-1.139, -1.182, -0.143], [-2.507, -1.528, 0.805], [0.037, 0.005, -1.867], [-0.330, 0.777, -3.178], [-0.470, 0.770, -2.228]]}



Record 4
{"formula": "CH5INP", "method": "wB97M-V/def2-TZVPD", "smiles": "[H]/P=N/C.I", "e_tot_ha": -734.828388, "charge": 0, "largest_force_ev_per_a": 1.8, "lumo_ha": -0.01151, "orbital_gap_ev": 8.726, "e_homo_ha": -0.33220, "elements": ["H", "P", "N", "C", "H", "H", "H", "I", "H"], "xyz": [[0.817, -2.003, 2.672], [-0.100, -1.670, 1.622], [0.607, -0.247, 1.447], [0.069, 0.754, 0.541], [0.033, 0.451, -0.495], [-1.026, 0.960, 0.669], [0.654, 1.650, 0.705], [0.176, -0.302, -3.577], [-1.231, 0.406, -3.584]]}



Q: Number 4 is which compound?
A: CH5INP